Record 1
Formula: C13H21BrN
Source: OMol25
Level of theory: the ωB97M-V functional and the def2-TZVPD basis

Its total charge is +1. For the relative energy (zero: lowest compared OMol25 entry of this formula, charge and spin), the calculation gives 5.5 kJ/mol. Its spin multiplicity is 1. As for the calculated total energy: -3136.4976 Eh. The value obtained for the gap between HOMO and LUMO is 9.2982 eV.

Element x y z (Å)
C: -1.1640 0.9013 -0.0824
N: 0.9853 -0.2391 -0.6541
H: 1.3103 0.6713 1.2242
C: 5.8966 -0.0091 0.0757
H: 5.6679 2.1189 0.1734
H: -5.2373 0.4821 -1.5041
H: 1.3841 -1.0239 -1.1837
C: -5.5279 -0.2993 -0.8069
H: 1.2259 0.6233 -1.1601
H: -5.2924 -0.8281 1.2552
H: -2.9986 -0.1911 1.5683
C: -2.6828 0.8577 -0.2802
C: -4.8871 -0.0912 0.5598
H: -3.1156 -1.2215 0.1356
H: -0.9561 1.0344 0.9798
H: -2.9049 0.7227 -1.3389
H: -0.7452 -1.2192 0.0324
H: -5.1496 0.8981 0.9387
H: 3.4165 -2.2656 0.4067
C: 3.8025 1.0977 0.4176
C: -0.4998 -0.3680 -0.6033
C: 5.1677 1.1648 0.2164
H: -0.8579 -0.5734 -1.6146
H: -0.7676 1.7641 -0.6238
H: 3.2412 2.0122 0.5412
C: 5.2660 -1.2452 0.1396
C: 1.6683 -0.2020 0.6791
C: 3.9006 -1.3020 0.3414
H: 1.3877 -1.1047 1.2246
H: -5.2412 -1.2630 -1.2225
C: -3.3643 -0.2378 0.5398
H: 5.8421 -2.1508 0.0379
H: -6.6101 -0.2792 -0.7154
H: -3.0895 1.8233 0.0226
Br: 7.7717 0.0760 -0.2045
C: 3.1578 -0.1337 0.4848

Forces on atoms 1 to 3 (eV/Å):
-0.11 -0.08 -0.12
0.02 -0.07 -0.28
-0.11 -0.09 -0.13

Löwdin charges in e: -0.1883, 0.0570, 0.1341, -0.6624, 0.1107, 0.0663, 0.1878, -0.1051, 0.1871, 0.1092, 0.1163, -0.2059, -0.2610, 0.1084, 0.1149, 0.1133, 0.1346, 0.1103, 0.1205, -0.0318, -0.1374, -0.1013, 0.1447, 0.1228, 0.1204, -0.1017, -0.0856, -0.0346, 0.1452, 0.0761, -0.2274, 0.1107, 0.0753, 0.1255, 0.7882, -0.2366

Record 2
Formula: C44H56FN7O6S
Source: OMol25
Level of theory: the ωB97M-V functional and the def2-TZVPD basis

Its spin multiplicity is 1. As for the calculated total energy: -3042.5729 Eh. The value obtained for the gap between HOMO and LUMO is 6.8553 eV.

Element x y z (Å)
H: -4.9852 -2.1364 -0.8248
H: 6.7826 -1.1737 1.7091
H: -2.8483 4.3630 4.5400
H: -4.2473 0.1461 -0.8953
C: 7.0761 1.8053 0.5590
H: 3.4344 3.1562 1.6420
H: -9.9319 -2.1452 -1.8605
H: 6.9136 -0.5369 8.1231
H: 9.1010 1.3011 -5.0661
H: -4.0811 -6.7790 -3.1069
C: 4.9122 3.3183 -0.0312
C: -8.1002 -3.1804 -2.3069
N: 9.0612 0.3265 -1.8333
C: -3.7947 4.5788 2.4318
H: -2.4009 -3.0860 -1.2811
C: -5.8563 -8.8548 -1.3448
C: -0.3732 3.8771 -0.4070
H: 3.2627 1.5162 7.2028
H: -4.1470 0.1092 -2.7265
H: 10.3047 -1.0574 -0.9606
C: 10.0730 -0.5546 -1.8943
O: -3.5658 -0.0354 4.0739
H: 8.2924 -0.1596 1.4280
H: 11.5989 -1.5477 -3.0381
N: -0.3807 1.6313 -3.6225
C: 10.4423 -0.1552 -4.2109
C: 10.7900 -0.8276 -3.0480
N: -3.7006 1.3641 2.2065
H: -1.7402 5.4779 2.6271
H: 10.9789 -0.3426 -5.1348
H: 4.6095 0.1464 8.7977
C: -5.7237 -9.6928 -3.5681
N: -5.1141 -7.7735 -1.6352
H: -1.8416 -0.3692 -2.9160
H: 3.3328 6.1531 0.9198
H: -4.5777 4.9848 4.4978
H: -4.2866 3.7891 1.7670
H: 4.6285 4.5362 1.9142
C: -3.3485 -4.9498 -0.5899
F: -5.4539 -0.4198 2.7823
H: 7.0753 3.8570 -0.3390
H: -3.3367 -4.2258 0.3074
C: -9.3857 -2.7387 -2.5859
N: 6.8518 0.3767 6.2834
C: 1.4515 4.9503 1.1423
C: -3.8644 4.2308 4.0120
H: -10.9647 -2.7365 -4.0553
H: -6.4339 -4.2976 -3.0957
C: 6.2908 0.0557 7.4608
C: 7.2596 -0.1470 1.9448
C: 9.3996 0.7594 -4.1771
H: -2.3566 5.2139 0.8547
C: 8.7467 0.9646 -2.9725
H: 8.1889 1.9341 0.8464
N: 0.6482 3.9815 -2.9362
C: -1.9022 1.6293 0.1809
H: 7.4703 -0.1479 3.0739
C: 2.9633 5.1216 0.5418
C: 6.1084 1.1121 5.4404
H: -6.7845 -10.6885 -1.9758
H: -3.1389 1.9261 2.8742
H: 7.9270 1.6721 -2.8946
C: -9.2259 -3.8265 -4.6960
C: -2.7658 0.7821 1.2265
H: -5.1145 -1.9652 -2.6456
H: -3.8613 -5.9076 -0.2389
H: 2.9759 5.1004 -0.6119
O: -3.9905 -4.3633 -1.7743
H: -6.1955 -8.9197 -0.3159
C: -2.1500 -0.3214 -1.8008
C: -1.6057 1.1185 -1.2767
O: -1.5072 3.5131 1.9011
C: -0.7385 1.9808 -2.2521
C: 4.2672 1.1975 6.9455
C: 4.8228 1.5452 5.7226
S: 0.5620 2.9064 -4.2911
C: -4.2371 0.2549 3.0545
C: -3.2804 -3.0818 -2.0319
H: 7.0186 1.2571 -0.4433
H: -2.2400 -5.2070 -0.8027
C: -9.9637 -3.0654 -3.8042
C: 3.9961 4.0167 1.1096
H: -4.5812 -8.4411 -4.9021
C: -2.2758 4.7488 1.9086
C: 0.3161 5.2879 0.0129
N: -7.9799 -4.2649 -4.4524
O: 6.4339 0.9777 1.5684
H: 1.3168 5.5952 2.0944
C: -4.9564 -8.5843 -3.8964
H: -7.6187 -2.9447 -1.3659
H: -5.9604 -10.4387 -4.3193
H: -5.3855 5.7985 2.1056
H: 4.2699 2.1383 5.0047
H: 4.5004 2.2540 -0.2085
C: -4.6799 -7.6609 -2.9009
C: 5.0123 0.4366 7.8352
H: -4.2571 3.1615 4.1716
C: -4.3553 -1.9093 -1.7693
O: -4.4239 5.8890 2.2755
H: 6.5850 1.3552 4.4960
C: -1.2615 3.0389 0.5703
C: -7.4428 -3.9336 -3.2661
H: 4.7605 3.9030 -1.0064
H: -0.4552 6.0490 0.4025
H: 0.8286 5.7435 -0.9208
H: 6.6116 3.7674 1.4984
C: -0.1030 3.3776 -1.8700
H: -2.9189 -3.1444 -3.1276
H: 1.3718 3.8373 1.4282
H: -9.6354 -4.1103 -5.6603
C: 6.4455 3.2911 0.4545
H: -1.6095 -1.0968 -1.1542
C: -3.7539 -0.4132 -1.7681
C: -6.1842 -9.8354 -2.2670
O: -2.6897 -0.4936 1.2036

Forces on atoms 1 to 3 (eV/Å):
1.42 0.31 -1.35
0.40 1.77 0.18
-1.49 -0.35 -0.94

Here are the Löwdin charges for atoms 1 to 99, given in e: 0.1217, 0.0988, 0.0943, 0.1003, -0.2419, 0.1079, 0.1033, 0.0999, 0.1014, 0.0969, -0.1914, -0.0758, 0.0558, -0.3507, 0.1041, -0.1507, -0.0376, 0.1041, 0.1203, 0.1020, -0.1475, 0.1076, 0.0890, 0.1016, -0.2772, -0.0813, -0.0749, 0.1333, 0.1495, 0.1054, 0.0994, -0.0837, 0.0603, 0.1147, 0.1109, 0.0891, 0.1360, 0.1000, -0.1341, 0.0688, 0.1156, 0.0979, -0.0849, 0.0536, -0.1793, -0.0445, 0.0984, 0.0930, -0.1574, -0.1279, -0.0746, 0.1351, -0.1503, 0.1229, -0.2707, 0.0667, 0.0777, -0.1970, -0.1504, 0.0994, 0.1048, 0.0996, -0.1596, -0.2816, 0.1082, 0.0763, 0.0997, -0.2708, 0.1012, -0.1521, -0.0156, -0.1183, -0.1964, -0.0834, -0.0694, 0.9262, -0.3364, -0.2008, 0.1050, 0.1001, -0.0837, -0.2087, 0.1016, -0.1462, -0.1400, 0.0547, -0.2379, 0.1155, -0.0713, 0.0980, 0.1039, 0.1039, 0.1001, 0.1185, -0.1432, -0.0810, 0.0678, -0.1544, -0.0878

Record 3
Formula: C8H9O5S
Source: OMol25
Level of theory: the ωB97M-V functional and the def2-TZVPD basis

Its total charge is -1. For the relative energy (zero: lowest compared OMol25 entry of this formula, charge and spin), the calculation gives 138.4 kJ/mol. Its spin multiplicity is 1. As for the calculated total energy: -1084.6051 Eh. The value obtained for the gap between HOMO and LUMO is 7.3311 eV.

Element x y z (Å)
H: 3.6539 -0.9283 1.2553
H: -2.2951 -2.3480 -0.5460
H: 1.8742 -1.6299 -0.1785
H: 2.1846 3.2053 0.5012
O: -2.2197 -0.7783 -2.2101
C: 0.9028 0.2136 -0.5696
C: -1.6135 -0.6465 0.5206
C: -1.7428 -2.1867 0.4899
S: -2.0858 0.0968 -1.0777
H: -2.3652 -2.3975 1.3383
C: 1.0657 1.5689 -0.3068
O: -3.6733 0.3321 -0.4226
C: 3.1235 1.1760 0.9890
O: -0.0693 -0.4284 -1.0858
H: -0.7910 -2.5214 0.2711
O: -1.1960 0.0144 1.4132
H: -4.1831 0.6213 -1.1851
H: 0.3953 2.2977 -0.5510
H: 3.8342 1.6766 1.5524
C: 2.9150 -0.2514 0.8108
O: -1.8292 1.4993 -1.3807
C: 2.1832 2.0591 0.4188
C: 1.9317 -0.6447 -0.0467

Forces on atoms 1 to 3 (eV/Å):
-0.48 0.02 -0.22
0.70 -0.20 2.34
-0.74 -3.91 -0.91

Löwdin charges in e: 0.0875, 0.1106, 0.0555, 0.1112, -0.3193, -0.4069, -0.5181, -0.0008, 0.6595, 0.0771, -0.0381, -0.2407, -0.1270, -0.1743, 0.0474, 0.1034, 0.0385, 0.0571, 0.0403, -0.0990, -0.3185, -0.1080, -0.0374

Record 4
Formula: C4H10O2
Source: OMol25
Level of theory: the ωB97M-V functional and the def2-TZVPD basis

For the relative energy (zero: lowest compared OMol25 entry of this formula, charge and spin), the calculation gives 370.6 kJ/mol. Its spin multiplicity is 1. As for the calculated total energy: -308.7570 Eh. The value obtained for the gap between HOMO and LUMO is 8.3999 eV.

Element x y z (Å)
H: 0.9515 0.0780 2.4550
C: 1.5499 0.4805 1.6280
H: 1.2908 1.5348 1.5051
O: -0.5395 1.3210 -0.3627
H: -0.8048 -0.4705 0.6074
H: 1.4161 -1.3456 0.4640
C: -0.7360 -0.8052 -1.2528
C: -0.1695 0.0373 -0.1685
C: 1.2781 -0.2623 0.3155
H: 2.0051 0.0589 -0.4378
H: 2.6053 0.4078 1.9174
O: -2.5099 0.0532 -0.9443
H: -2.9862 0.3696 -1.7390
H: -1.7974 0.9337 -0.6435
H: -0.7217 -1.8867 -1.0612
H: -0.8317 -0.5045 -2.2826

Forces on atoms 1 to 3 (eV/Å):
0.04 0.05 -0.21
-0.06 0.04 -0.02
0.05 -0.11 0.05

Löwdin charges in e: 0.0762, -0.1063, 0.0734, -0.1674, 0.1533, 0.1102, 0.1793, -0.5835, -0.1899, 0.1113, 0.0707, -0.1052, 0.0840, 0.0796, 0.1148, 0.0996